{
  "formula": "C5H10O",
  "method": "wB97M-V/def2-TZVPD",
  "species": ["C", "C", "C", "C", "C", "O", "H", "H", "H", "H", "H", "H", "H", "H", "H", "H"],
  "xyz": [[1.299767, -0.182771, -1.352155], [-0.162906, 0.241591, -1.212455], [-0.573716, 0.706998, 0.179463], [-1.565006, -0.093448, 0.994909], [-0.155281, 0.018711, 1.456726], [0.595335, -1.161446, 1.454934], [1.984561, 0.592527, -0.988996], [1.538507, -0.382197, -2.400713], [1.482996, -1.097872, -0.784333], [-0.370992, 1.058756, -1.915627], [-0.800331, -0.593614, -1.526136], [-0.654894, 1.788241, 0.286983], [-2.354635, 0.400279, 1.553523], [-1.834592, -1.061981, 0.577598], [0.046749, 0.676641, 2.304061], [1.524439, -0.910415, 1.372218]],
  "forces_ev_per_angstrom": [[0.054, 0.002, -0.014], [-0.070, -0.038, -0.037], [0.030, 0.092, -0.084], [-0.158, -0.034, 0.099], [-0.158, 0.238, 0.143], [0.226, 0.037, -0.015], [-0.099, -0.063, -0.063], [0.029, 0.037, 0.106], [0.026, 0.117, -0.165], [0.015, -0.153, 0.117], [0.091, 0.105, 0.056], [0.041, -0.179, -0.026], [0.139, -0.045, -0.101], [0.060, 0.172, 0.076], [-0.063, -0.159, -0.113], [-0.160, -0.129, 0.020]],
  "fmax_ev_per_a": 0.32,
  "smiles": "CC[C@H]1C[C@H]1O",
  "homo_energy_ev": -9.53
}



{
  "formula": "C10H10N3OS",
  "method": "wB97M-V/def2-TZVPD",
  "species": ["C", "C", "C", "C", "C", "C", "C", "C", "C", "C", "N", "N", "N", "O", "S", "H", "H", "H", "H", "H", "H", "H", "H", "H", "H"],
  "xyz": [[0.610382, -2.038927, 1.417455], [-2.003523, 2.044193, 2.718569], [-1.103426, 1.048417, 2.237969], [-2.555564, 2.552595, 1.542594], [-1.152283, 1.005746, 0.857301], [-0.487226, -0.073716, -1.356149], [-0.530432, 0.150171, -0.046931], [0.326709, -1.090728, -2.007039], [1.306843, -0.826343, 0.953648], [2.180332, -0.875539, -0.287838], [-0.070897, -2.866056, 1.844735], [1.476115, -1.418130, -1.395580], [0.057464, -1.473933, -3.267532], [-2.106288, 1.896123, 0.482267], [2.974473, 0.847733, -0.601828], [-2.346857, 2.199164, 3.736475], [-0.661432, 0.443835, 2.868831], [-3.307366, 3.391476, 1.474173], [-1.171013, 0.412639, -2.083360], [1.635873, -0.159582, 1.615564], [3.083495, -1.515896, -0.029896], [2.033672, -2.046007, -2.044812], [-0.630116, -1.087639, -3.878438], [0.533554, -2.145871, -3.755049], [1.907512, 1.626276, -0.995128]],
  "forces_ev_per_angstrom": [[0.306, 0.929, 0.083], [-0.240, -0.524, -2.021], [-2.506, 2.910, -1.817], [-0.737, 0.522, 2.100], [-0.506, -0.040, 1.745], [-1.103, -0.440, -1.968], [3.607, -0.926, 1.493], [0.534, 2.295, 0.975], [-4.508, -2.018, -4.573], [0.531, 1.082, 1.390], [0.479, 0.153, -0.300], [0.617, -3.264, -3.745], [-0.646, 1.204, 1.831], [-0.322, 1.166, -1.595], [-0.590, -0.729, -0.090], [0.406, 0.281, -0.303], [2.683, -3.079, 2.679], [1.016, -1.324, -0.575], [0.098, -0.151, 0.833], [0.939, 2.480, 2.934], [-1.000, 0.700, -0.708], [-0.488, 1.034, 1.549], [-0.882, 0.650, 0.569], [1.968, -2.032, -0.854], [0.344, -0.878, 0.369]],
  "fmax_ev_per_a": 6.73,
  "charge": 1,
  "homo_energy_ev": -12.21
}



{
  "formula": "C4H4N2O",
  "method": "wB97M-V/def2-TZVPD",
  "species": ["C", "N", "C", "N", "C", "C", "O", "H", "H", "H", "H"],
  "xyz": [[-0.462434, -0.774296, 0.545340], [-0.041354, -0.447355, 1.782734], [-0.043966, 1.436885, -1.556098], [1.053073, -1.824269, -0.216090], [0.855830, -0.691710, -0.602101], [0.853262, 0.531863, -1.226572], [-1.570465, -0.903550, 0.133787], [0.928732, -0.537391, 2.028906], [-0.727462, -0.465874, 2.520745], [0.207031, 2.214816, -2.270710], [-1.052247, 1.460881, -1.139940]],
  "forces_ev_per_angstrom": [[-0.840, -0.905, 0.374], [0.329, 0.100, -0.220], [0.078, -0.022, 0.179], [-0.686, 0.706, 0.319], [0.078, 0.645, -0.314], [0.128, -0.678, -0.088], [1.054, 0.175, -0.076], [-0.026, -0.070, -0.091], [-0.041, 0.081, -0.165], [-0.018, 0.059, 0.122], [-0.056, -0.090, -0.040]],
  "fmax_ev_per_a": 1.29,
  "homo_energy_ev": [-8.19, -8.19]
}



{
  "formula": "C37H32F2IrNOP2",
  "method": "wB97M-V/def2-TZVPD",
  "species": ["Ir", "O", "C", "C", "C", "C", "C", "C", "P", "C", "C", "C", "C", "C", "C", "C", "C", "C", "C", "C", "C", "C", "C", "C", "C", "C", "C", "P", "C", "C", "C", "C", "C", "C", "C", "C", "C", "C", "C", "C", "H", "H", "H", "H", "H", "H", "H", "H", "H", "H", "H", "H", "H", "H", "H", "H", "H", "H", "H", "H", "H", "H", "H", "H", "H", "H", "H", "H", "F", "C", "F", "H", "N", "H", "H", "H"],
  "xyz": [[0.222784, 1.177850, -0.325486], [-0.485706, -1.989345, 1.115921], [0.719916, -2.274610, 1.678663], [0.859819, -3.479233, 2.414172], [2.012493, -3.750735, 3.097296], [3.189364, -2.963257, 2.947681], [3.143556, -1.970455, 1.933191], [1.874975, -1.619890, 1.310976], [1.867217, -0.172737, 0.163512], [2.547769, -0.852503, -1.360683], [3.865226, -1.247368, -1.556615], [4.423451, -1.544048, -2.801102], [3.555742, -1.770031, -3.925928], [2.208389, -1.433938, -3.726493], [1.707106, -0.948889, -2.474625], [3.256564, 0.787002, 0.747808], [3.374753, 0.952873, 2.175721], [4.431610, 1.544953, 2.755251], [5.569609, 1.962838, 1.975812], [5.476242, 1.843181, 0.566201], [4.291908, 1.354025, 0.007827], [-1.571141, -1.426193, 1.823826], [-1.743348, -1.713019, 3.148875], [-2.863512, -1.188241, 3.832115], [-3.751856, -0.420892, 3.158465], [-3.587356, -0.075731, 1.783299], [-2.425952, -0.519747, 1.150943], [-1.955498, 0.325001, -0.262702], [-2.956210, 1.883316, -0.419240], [-3.254758, 2.834108, 0.597148], [-3.848281, 4.016966, 0.284457], [-4.158550, 4.376346, -1.004740], [-3.720404, 3.519268, -2.048216], [-3.058846, 2.320557, -1.752235], [-2.895812, -0.811877, -1.363631], [-2.246732, -2.005204, -1.662054], [-2.817615, -2.812574, -2.601283], [-4.118258, -2.588795, -3.053802], [-4.874158, -1.531073, -2.577579], [-4.226972, -0.564134, -1.734642], [-0.007399, -4.128712, 2.500977], [1.921020, -4.557392, 3.866107], [4.034009, -3.156080, 3.628416], [4.053081, -1.415391, 1.755045], [4.495394, -1.269075, -0.703508], [5.480659, -1.806559, -2.984528], [3.881147, -2.228049, -4.827359], [1.544387, -1.579784, -4.558582], [0.689230, -0.875986, -2.409855], [2.534542, 0.546409, 2.739920], [4.514918, 1.590740, 3.877006], [6.513929, 2.280814, 2.478206], [6.184821, 2.330516, -0.039345], [4.224424, 1.242458, -1.055697], [-1.052798, -2.271219, 3.763144], [-3.071049, -1.352472, 4.833747], [-4.668794, -0.142509, 3.717789], [-4.220744, 0.587405, 1.270902], [-3.164758, 2.579064, 1.662771], [-4.091176, 4.717266, 1.040947], [-4.865002, 5.205657, -1.191021], [-3.766535, 3.927073, -3.080236], [-2.794298, 1.627146, -2.540978], [-1.264386, -2.192380, -1.249395], [-2.193998, -3.533357, -3.131271], [-4.393627, -3.147105, -3.942080], [-5.877154, -1.487781, -2.840649], [-4.767489, 0.269839, -1.284648], [1.321535, 2.758399, 1.972799], [0.324864, 2.739778, 0.975288], [0.586640, 4.000925, 0.221102], [-0.617415, 2.898886, 1.556765], [0.115254, 1.999226, -2.239680], [0.971229, 2.559913, -2.519647], [-0.645403, 2.683298, -2.241244], [0.033428, 1.375261, -3.039316]],
  "forces_ev_per_angstrom": [[-1.695, 0.218, 0.336], [-1.129, 1.356, -0.923], [0.737, -2.061, 0.187], [-0.872, 1.003, -0.212], [0.628, -0.333, 1.257], [-1.354, 0.199, -1.032], [-1.003, -0.932, 1.242], [1.195, 0.979, 0.899], [4.075, -3.231, 0.122], [-0.934, -0.335, -1.713], [1.009, 0.422, -0.448], [-0.881, -1.471, -1.451], [-0.640, 1.414, 2.921], [0.442, 0.066, 0.787], [3.107, -1.265, -1.717], [0.938, 1.016, 2.315], [-2.018, -0.692, -1.419], [2.656, 0.519, 1.421], [-0.686, -0.764, -0.286], [-1.552, 0.552, 2.170], [0.118, -0.641, -0.646], [1.025, -0.020, 0.249], [-0.884, 0.212, 1.391], [1.333, -0.085, -2.176], [-2.376, 0.849, -1.275], [1.449, -1.308, 2.422], [0.296, -0.496, 2.744], [-2.860, 0.217, -1.898], [1.275, 0.967, 0.318], [0.402, -2.079, 0.410], [-0.337, 0.778, -0.159], [-0.441, -0.981, -1.474], [0.426, 1.268, -0.137], [-0.987, 0.311, 0.150], [0.130, 0.559, -0.184], [0.323, 0.936, -0.222], [-0.108, -0.664, -1.001], [0.945, 0.252, -0.722], [2.471, 0.632, 1.602], [-0.361, -1.432, -0.425], [0.088, 0.163, 0.131], [0.587, 0.618, -0.901], [-0.248, 0.258, -0.851], [-0.164, 0.102, -0.257], [0.719, 0.108, 0.564], [-0.600, 0.283, 0.753], [0.380, 0.017, -0.643], [-0.441, -0.030, -0.057], [-2.601, 0.618, 0.312], [0.439, 0.282, 0.346], [-0.232, 0.062, -1.356], [-1.054, -0.046, -0.552], [0.994, 0.018, -0.786], [0.143, 0.331, -0.536], [0.219, -0.306, -0.449], [0.103, -0.602, 1.794], [0.656, 0.153, -0.688], [-0.922, 0.579, -0.286], [0.252, 0.059, -0.538], [-0.294, 0.329, 0.880], [0.984, -0.259, -0.067], [-0.297, -0.798, 0.674], [0.074, 0.161, -0.229], [0.153, -0.106, -0.169], [-0.324, -0.269, 0.498], [-0.613, -0.215, 0.411], [-1.665, 0.553, -0.435], [0.082, -0.138, -0.544], [-1.300, -0.433, -1.644], [0.995, 4.363, 1.922], [-0.730, -2.603, 1.063], [0.472, 0.023, -0.649], [1.893, 1.871, -1.729], [-1.026, -0.631, 0.694], [-0.138, -0.180, -0.214], [-0.446, -0.270, 0.118]],
  "fmax_ev_per_a": 5.20,
  "charge": 2,
  "homo_energy_ev": [-13.51, -13.98],
  "spin_multiplicity": 5
}



How do the records compare in E_tot? In the order shown, they have -271.7058 -1024.3507 -339.4077 -2545.1287 a.u..
How do the records compare in ΔE to the lowest compared entry with this formula, charge and spin? In the order shown, they have 123.0 206.3 456.7 214.0 kJ/mol.